(1)
Formula: C24H74F2NO18S2V
Source: the Open Molecules 2025 dataset
Level of theory: ωB97M-V/def2-TZVPD

XYZ file:
```
122
Properties=species:S:1:pos:R:3:mulliken_charge:R:1
V -2.520 -1.306 1.833 0.7896
O -1.880 -3.287 2.340 -0.9245
H -0.964 -3.466 2.125 0.0014
O -3.785 -2.415 0.608 -0.8050
H -3.848 -1.998 -0.251 0.1541
N -1.141 -0.553 0.455 1.1693
S 0.534 -0.395 0.648 -0.1181
O 1.024 0.916 0.996 -0.4108
O 1.401 -1.340 -0.002 0.1972
F 0.436 -0.975 2.147 -0.1041
S -1.113 0.001 -0.993 -0.2044
O -0.555 -0.864 -2.006 -0.2173
O -1.012 1.419 -1.163 -0.2284
F -2.688 -0.268 -1.279 -0.5572
C -2.837 1.821 -3.989 -0.4034
C -3.295 2.994 -4.824 -0.3102
O -4.715 2.896 -5.035 -0.5471
H -1.747 1.821 -3.903 0.0672
H -3.061 0.838 -4.408 0.4306
H -3.280 1.846 -2.994 0.0141
H -2.829 2.981 -5.816 0.3328
H -3.101 3.948 -4.323 0.1259
H -4.953 3.543 -5.703 0.2864
C -0.909 -1.421 -5.303 -0.5294
C -0.103 -0.778 -6.415 -0.1307
O -0.430 -1.516 -7.621 -0.5500
H -0.592 -2.405 -4.967 0.3334
H -1.953 -1.461 -5.618 0.4642
H -0.868 -0.759 -4.433 -0.2411
H 0.968 -0.890 -6.235 0.1623
H -0.371 0.266 -6.580 0.2319
H -0.180 -0.996 -8.390 0.2830
C 3.179 -2.804 2.694 -0.4112
C 2.946 -4.017 1.809 0.3013
O 4.124 -4.851 1.840 -0.5928
H 3.979 -2.140 2.362 0.1095
H 3.513 -3.143 3.678 0.4722
H 2.255 -2.234 2.744 -0.3375
H 2.729 -3.693 0.789 -0.2485
H 2.109 -4.599 2.203 0.3490
H 3.801 -5.718 1.575 0.3307
C -3.886 2.881 2.121 -1.4471
C -3.457 1.833 1.100 0.6141
O -3.814 0.513 1.485 -0.1510
H -3.490 3.884 1.957 0.3160
H -3.576 2.607 3.133 0.2412
H -4.978 2.951 2.132 0.5242
H -2.372 1.872 0.991 -0.4742
H -3.896 2.061 0.124 0.3755
H -4.775 0.450 1.442 0.1546
C 0.564 -3.268 4.880 -0.2256
C -0.724 -3.784 5.473 -0.6242
O -1.836 -3.027 5.045 -0.6319
H 1.443 -3.897 5.052 0.4278
H 0.884 -2.261 5.180 0.2435
H 0.482 -3.159 3.796 -0.3407
H -0.716 -3.838 6.565 0.3315
H -0.801 -4.836 5.168 0.3429
H -1.985 -3.241 4.073 0.4722
C 5.120 0.183 0.911 -0.9844
C 4.231 0.944 1.875 0.7095
O 5.047 1.844 2.620 -0.6196
H 4.552 -0.536 0.309 0.0397
H 5.865 -0.444 1.408 0.4407
H 5.613 0.867 0.219 0.3033
H 3.743 0.221 2.540 -0.0290
H 3.459 1.508 1.359 -0.1080
H 5.621 1.380 3.231 0.3305
C -0.150 3.565 2.031 -0.4908
C 0.920 3.271 3.061 -0.0619
O 0.519 3.761 4.336 -0.6194
H 0.095 3.179 1.044 -0.0380
H -0.392 4.631 2.035 0.5086
H -1.102 3.118 2.329 -0.1192
H 1.894 3.703 2.805 0.4624
H 1.083 2.188 3.103 -0.1195
H 1.105 3.404 5.008 0.3514
C 0.339 -4.948 -0.847 -0.8601
C -0.971 -4.171 -0.854 0.3360
O -2.066 -4.991 -0.452 -0.4877
H 0.549 -5.364 0.140 0.2510
H 1.159 -4.249 -1.055 -0.0454
H 0.397 -5.736 -1.599 0.4379
H -1.240 -3.836 -1.866 0.4209
H -0.884 -3.266 -0.242 -0.3146
H -2.227 -5.580 -1.195 0.3084
C -1.852 4.884 -1.425 -0.5776
C -3.280 5.392 -1.316 -0.2471
O -3.281 6.765 -0.915 -0.5738
H -1.385 5.429 -2.250 0.4426
H -1.779 3.812 -1.613 -0.0935
H -1.319 5.153 -0.514 0.3630
H -3.873 4.844 -0.584 0.1671
H -3.797 5.326 -2.280 0.2502
H -2.872 7.281 -1.615 0.3111
C 3.700 -2.118 -2.285 -0.2621
C 2.585 -2.262 -3.340 0.1832
O 2.736 -1.274 -4.347 -0.5716
H 3.688 -1.080 -1.951 -0.3182
H 4.685 -2.388 -2.670 0.4559
H 3.582 -2.732 -1.387 -0.0311
H 1.594 -2.229 -2.881 -0.1640
H 2.706 -3.250 -3.799 0.3911
H 2.062 -0.606 -4.158 0.1216
C 3.646 1.840 -2.590 -1.3181
C 2.128 1.707 -2.452 0.6535
O 1.608 1.393 -3.751 -0.4754
H 3.874 2.640 -3.303 0.5350
H 4.141 0.960 -2.998 0.2933
H 4.058 2.135 -1.620 0.1737
H 1.760 2.693 -2.153 0.3616
H 1.843 0.938 -1.738 -0.3732
H 1.898 2.087 -4.348 0.2260
C -1.561 1.073 5.566 -1.5371
C -1.105 0.604 4.208 1.3969
O -1.713 -0.627 3.847 -0.0637
H -2.590 1.442 5.605 0.3472
H -0.988 1.925 5.944 0.3374
H -1.500 0.302 6.339 0.4231
H -0.015 0.511 4.186 -0.1617
H -1.407 1.332 3.454 -0.7180
H -1.594 -1.286 4.566 0.1663
```

F_max   7.6 eV/Å
Charge   -1
Orbital gap (spin up / spin down)   6.042 / 7.292 eV
Highest occupied orbital energy (spin up / spin down)   -4.05 / -5.23 eV
Multiplicity   4
<S²>   3.7572

---

(2)
Formula: C24H76N20O12
Source: the Open Molecules 2025 dataset
Level of theory: ωB97M-V/def2-TZVPD

XYZ file:
```
132
Properties=species:S:1:pos:R:3:mulliken_charge:R:1
C -3.851 10.282 14.845 -0.7109
O -4.396 9.883 16.089 -0.4920
C -3.835 8.704 16.649 -0.4556
C -4.599 8.319 17.908 0.4191
C -4.207 9.070 19.168 -1.1024
N -4.309 6.885 18.222 -0.3602
H -2.787 10.508 14.985 0.5190
H -4.321 11.158 14.409 0.0027
H -3.870 9.514 14.057 0.3928
H -3.913 7.869 15.931 0.1907
H -2.753 8.863 16.754 0.4726
H -5.665 8.363 17.674 0.1305
H -4.848 8.778 20.001 0.4143
H -4.296 10.155 19.036 -0.0113
H -3.171 8.914 19.477 0.2517
H -3.395 6.738 18.648 0.0501
H -4.226 6.415 17.318 0.0756
C -6.810 8.704 14.183 -0.5697
O -7.985 8.261 13.496 -0.5113
C -9.041 9.213 13.477 -0.9669
C -8.744 10.305 12.447 1.2033
C -9.931 11.201 12.108 -1.6111
N -8.285 9.699 11.177 -0.4551
H -6.882 9.766 14.424 0.5616
H -6.025 8.589 13.433 0.2304
H -6.590 8.099 15.060 0.0443
H -10.022 8.749 13.369 0.4062
H -9.033 9.586 14.512 0.3962
H -7.926 10.932 12.815 -0.3580
H -10.819 10.548 12.166 0.3702
H -9.947 11.642 11.117 0.3736
H -10.242 11.931 12.861 0.3899
H -7.728 8.926 11.555 0.2679
H -9.036 9.245 10.661 0.2403
C 0.195 8.694 23.081 -0.4157
O 0.336 9.343 24.339 -0.4186
C 0.881 10.663 24.304 -0.5022
C 2.343 10.707 23.881 1.1393
C 3.329 9.857 24.683 -1.4748
N 2.788 12.114 23.684 -0.7778
H -0.692 9.095 22.573 0.2118
H -0.023 7.636 23.262 0.1079
H 1.126 8.709 22.512 0.2851
H 0.287 11.280 23.612 0.1985
H 0.683 10.941 25.342 0.3313
H 2.280 10.245 22.889 -0.3071
H 3.212 8.806 24.430 0.2689
H 3.083 9.968 25.742 0.3111
H 4.334 10.223 24.488 0.4226
H 2.045 12.500 23.105 0.2216
H 3.599 12.030 23.075 0.3506
C -5.354 12.592 12.395 -0.6672
O -4.227 12.588 11.570 -0.5393
C -4.337 11.825 10.383 -0.6102
C -5.260 12.437 9.310 0.4962
C -6.713 12.010 9.441 -1.1699
N -4.815 12.045 7.944 -0.7707
H -6.223 13.051 11.910 0.4036
H -5.190 13.125 13.331 0.4437
H -5.737 11.596 12.670 0.0526
H -3.327 11.848 9.968 0.3313
H -4.623 10.773 10.519 0.2902
H -5.117 13.520 9.387 0.2668
H -6.805 10.926 9.351 0.3425
H -7.296 12.496 8.655 0.3655
H -7.228 12.197 10.382 0.0467
H -5.249 11.145 7.714 0.3237
H -3.875 11.658 8.085 0.2797
N -2.299 3.123 21.175 -0.3162
C -1.863 4.212 21.907 0.5802
N -1.422 3.875 23.166 -0.4224
O -1.741 5.335 21.420 -0.6695
H -2.438 3.195 20.183 0.1221
H -2.454 2.258 21.652 0.1653
H -1.112 4.625 23.757 0.2574
H -1.309 2.942 23.502 0.1394
N 1.084 6.747 20.132 -0.2017
C 0.621 6.611 18.826 0.4197
N -0.594 5.919 18.828 0.1080
O 1.171 6.965 17.796 -0.6506
H 2.027 7.028 20.335 0.2079
H 0.585 6.306 20.881 0.1123
H -1.108 5.812 17.973 -0.0529
H -0.920 5.616 19.725 0.0404
N -1.476 2.455 16.227 -0.4629
C -2.374 2.896 17.158 0.7805
N -2.850 1.924 18.004 -0.3332
O -2.627 4.085 17.292 -0.5049
H -1.285 1.483 16.085 0.1358
H -0.905 3.121 15.740 0.2481
H -3.571 2.193 18.652 0.1396
H -2.544 0.975 17.956 0.1401
N 0.025 10.813 13.841 -0.3782
C -0.964 10.924 12.892 0.6571
N -1.749 12.061 13.043 -0.2697
O -1.226 10.116 12.015 -0.6260
H 0.648 10.029 13.796 0.2269
H 0.054 11.439 14.615 0.1606
H -1.715 12.683 13.827 0.2471
H -2.593 12.172 12.492 0.1280
N -6.270 2.166 19.024 -0.4237
C -5.905 3.443 18.576 0.4297
N -4.932 4.099 19.318 -0.0721
O -6.201 3.962 17.515 -0.6066
H -5.852 1.922 19.894 0.2082
H -6.637 1.569 18.308 0.2457
H -4.625 5.002 18.942 0.1834
H -4.668 3.865 20.257 0.2832
N -5.888 5.467 13.462 -0.3233
C -4.612 5.174 13.917 0.5164
N -4.498 5.154 15.295 0.0303
O -3.695 4.835 13.180 -0.7050
H -6.015 5.289 12.482 0.2007
H -6.660 5.573 14.085 0.1586
H -5.153 5.150 16.063 0.2146
H -3.666 4.652 15.582 -0.1985
N -4.024 12.614 19.184 -0.3746
C -2.753 12.817 19.669 0.7534
N -2.674 13.544 20.853 -0.4631
O -1.771 12.294 19.107 -0.8221
H -4.844 13.004 19.602 0.1392
H -4.104 12.032 18.366 0.1353
H -1.738 13.638 21.205 0.2383
H -3.466 13.508 21.463 0.2090
N 0.162 9.938 19.392 -0.0082
C 1.059 10.696 20.116 0.5261
N 0.557 11.924 20.478 -0.1895
O 2.131 10.209 20.506 -0.7124
H -0.733 10.368 19.218 0.1681
H 0.346 8.968 19.224 0.0429
H 1.073 12.575 21.031 0.1698
H -0.316 12.192 19.989 0.2816
```

Energy above the lowest of the compared OMol25 structures with the same formula, charge and spin   2.525 eV
F_max   2.5 eV/Å
SMILES string   COC[C@H](C)N.COC[C@H](C)N.COC[C@H](C)N.COC[C@H](C)N.NC(N)=O.NC(N)=O.NC(N)=O.NC(N)=O.NC(N)=O.NC(N)=O.NC(N)=O.NC(N)=O
Orbital gap   8.661 eV
Highest occupied orbital energy   -8.86 eV
Multiplicity   1

---

(3)
Formula: C24H78N6O12
Source: the Open Molecules 2025 dataset
Level of theory: ωB97M-V/def2-TZVPD

XYZ file:
```
120
Properties=species:S:1:pos:R:3:mulliken_charge:R:1
C -12.677 23.591 9.099 -0.6449
O -12.212 23.336 7.802 -0.3468
C -12.912 22.270 7.157 -0.2893
C -12.282 22.057 5.779 0.3294
C -12.705 23.143 4.808 -1.4903
N -12.690 20.764 5.217 -0.6460
H -12.187 24.503 9.452 0.2732
H -12.433 22.785 9.799 0.1621
H -13.749 23.832 9.115 0.3132
H -12.681 21.370 7.741 0.1811
H -13.989 22.471 7.148 0.3559
H -11.209 22.014 5.975 0.3301
H -12.330 22.913 3.810 0.3913
H -12.370 24.133 5.109 0.3345
H -13.798 23.122 4.766 0.3306
H -13.702 20.714 5.125 0.2754
H -12.477 20.009 5.863 0.1878
C -23.710 14.911 4.184 -0.9737
O -22.349 14.607 4.277 -0.0983
C -22.006 14.043 5.512 -1.0982
C -20.702 13.286 5.424 0.3989
C -20.327 12.786 6.811 -1.4213
N -19.653 14.240 4.952 1.9289
H -24.043 15.534 5.031 0.3545
H -24.341 14.010 4.235 0.3460
H -23.947 15.430 3.261 0.2796
H -22.022 14.756 6.350 0.3866
H -22.776 13.304 5.819 0.4099
H -20.768 12.480 4.693 0.4527
H -20.008 13.547 7.513 0.3140
H -19.535 12.034 6.740 0.2985
H -21.178 12.219 7.202 0.4919
H -19.858 15.069 5.512 -0.8162
H -19.840 14.556 4.007 -0.8426
C -20.822 17.611 5.879 -0.7141
O -20.322 16.746 6.878 -0.3639
C -19.011 17.110 7.258 -0.5538
C -18.531 16.223 8.391 0.3015
C -17.588 16.994 9.299 -1.6931
N -17.791 15.091 7.826 -0.3318
H -20.162 17.622 5.000 0.2561
H -20.992 18.626 6.244 0.3985
H -21.755 17.175 5.515 0.0990
H -18.298 17.071 6.416 0.1407
H -18.981 18.179 7.524 0.5473
H -19.428 15.880 8.922 0.3296
H -17.057 16.295 9.951 0.4379
H -18.136 17.659 9.966 0.4256
H -16.851 17.534 8.707 0.3048
H -17.374 14.513 8.550 0.2379
H -18.377 14.460 7.288 -0.2626
C -8.026 18.070 12.787 -0.6858
O -7.773 17.437 11.567 -0.3415
C -8.367 18.058 10.449 -0.7701
C -9.883 17.803 10.313 0.3998
C -10.146 16.305 10.278 -1.4345
N -10.316 18.310 8.982 -0.7260
H -7.490 17.508 13.548 0.2563
H -9.094 18.117 13.025 0.2745
H -7.620 19.093 12.788 0.2987
H -8.181 19.143 10.479 0.4024
H -7.900 17.607 9.572 0.3788
H -10.437 18.336 11.085 0.3757
H -9.814 15.765 11.164 0.3513
H -9.669 15.855 9.406 0.3714
H -11.224 16.125 10.221 0.3189
H -10.078 19.296 8.872 0.2379
H -9.734 17.866 8.275 0.3183
C -12.893 16.972 7.144 -0.8079
O -13.590 15.832 6.686 -0.3066
C -14.659 16.160 5.844 -0.8068
C -15.139 14.907 5.115 0.3537
C -16.374 15.201 4.275 0.3181
N -15.539 13.854 6.103 -0.3709
H -12.162 16.727 7.910 0.0534
H -13.547 17.683 7.678 0.4229
H -12.446 17.524 6.310 0.4564
H -15.509 16.552 6.429 0.0325
H -14.395 16.943 5.117 0.4502
H -14.312 14.530 4.509 0.6270
H -16.421 14.403 3.532 -0.6347
H -16.296 16.152 3.738 0.3150
H -17.276 15.194 4.882 -0.4992
H -16.251 14.303 6.682 0.0412
H -14.714 13.861 6.706 0.2705
C -18.453 17.958 2.080 -0.4501
O -18.837 16.922 1.219 -0.4259
C -18.907 15.663 1.859 0.3560
C -19.673 14.694 0.987 0.5863
C -21.082 15.204 0.774 -1.5363
N -19.688 13.341 1.572 -0.6455
H -18.090 18.780 1.468 0.3252
H -17.675 17.679 2.802 0.0841
H -19.300 18.297 2.699 0.2405
H -17.903 15.277 2.065 -0.1726
H -19.443 15.811 2.806 -0.1396
H -19.149 14.613 0.030 0.4260
H -21.025 16.146 0.221 0.3984
H -21.590 15.416 1.720 0.2466
H -21.738 14.558 0.187 0.4072
H -19.100 13.251 2.396 0.1997
H -20.627 13.121 1.884 0.3272
O -14.329 15.608 1.003 -0.6415
H -14.420 16.565 1.024 0.3136
H -15.207 15.272 1.207 0.3112
O -13.028 11.747 5.836 -0.6716
H -13.091 11.183 5.062 0.2807
H -13.544 12.528 5.607 0.4073
O -12.877 19.702 9.534 -0.6183
H -12.776 20.254 10.314 0.2522
H -12.077 19.153 9.505 0.3467
O -13.790 14.662 9.268 -0.6308
H -13.518 14.933 8.379 0.3432
H -13.746 13.702 9.254 0.3179
O -15.354 12.075 2.680 -0.5940
H -16.161 12.228 3.190 0.2741
H -15.018 11.252 3.045 0.2989
O -17.444 11.861 4.641 -0.6801
H -18.014 11.153 4.954 0.2964
H -17.957 12.672 4.779 0.2076
```

Energy above the lowest of the compared OMol25 structures with the same formula, charge and spin   0.034 eV
F_max   2.1 eV/Å
SMILES string   COC[C@H](C)N.COC[C@H](C)N.COC[C@H](C)N.COC[C@H](C)N.COC[C@H](C)N.COC[C@H](C)N.O.O.O.O.O.O
Orbital gap   9.409 eV
Highest occupied orbital energy   -9.03 eV
Multiplicity   1